No. 1
{"formula": "C20H23AsCrIN5S4", "method": "wB97M-V/def2-TZVPD", "orbital_gap_ev": [6.44, 6.47], "charge": -1, "e_homo_ev": [-4.4444, -4.4657], "spin_multiplicity": 4, "species": ["Cr", "S", "As", "S", "S", "S", "C", "C", "C", "C", "C", "C", "C", "C", "C", "C", "H", "H", "H", "H", "H", "H", "H", "I", "C", "C", "N", "N", "C", "H", "H", "H", "C", "C", "N", "C", "N", "C", "C", "C", "N", "C", "H", "H", "H", "H", "H", "H", "H", "H", "H", "H", "H", "H", "H"], "xyz": [[0.525, -0.903, -1.190], [-2.765, -4.310, -0.632], [-1.016, -3.665, -1.607], [-1.293, -1.706, -2.601], [0.485, -2.924, -0.106], [0.032, -5.082, -2.812], [1.474, 1.222, 4.023], [0.644, 0.241, 3.431], [0.836, -0.131, 2.132], [1.867, 0.437, 1.329], [2.052, 0.049, -0.055], [3.178, 0.556, -0.663], [4.064, 1.473, -0.036], [3.829, 1.900, 1.231], [2.725, 1.375, 1.954], [2.493, 1.767, 3.300], [1.315, 1.523, 5.052], [-0.139, -0.228, 4.014], [0.211, -0.898, 1.699], [3.430, 0.268, -1.677], [4.923, 1.843, -0.586], [4.483, 2.617, 1.716], [3.152, 2.505, 3.744], [3.879, -0.619, -6.335], [2.907, -1.367, -4.695], [2.655, -2.691, -4.390], [2.028, -2.717, -3.213], [1.822, -1.482, -2.746], [2.360, -0.646, -3.628], [2.856, -3.602, -4.925], [1.459, -3.529, -2.856], [2.338, 0.420, -3.474], [-4.073, -0.336, 2.160], [-3.426, -1.498, 1.437], [-2.156, -1.064, 0.882], [-1.920, 0.168, 0.400], [-0.827, 0.376, -0.279], [-0.568, 1.693, -0.851], [-1.156, 2.797, 0.005], [-2.630, 2.504, 0.184], [-2.805, 1.168, 0.723], [-4.134, 0.846, 1.216], [-3.488, -0.065, 3.042], [-5.079, -0.606, 2.485], [-4.069, -1.879, 0.639], [-3.227, -2.334, 2.105], [-1.538, -1.790, 0.532], [-0.979, 1.748, -1.869], [0.515, 1.823, -0.930], [-1.015, 3.773, -0.463], [-0.656, 2.805, 0.977], [-3.152, 2.606, -0.777], [-3.099, 3.202, 0.883], [-4.814, 0.627, 0.381], [-4.515, 1.738, 1.720]]}



No. 2
{"formula": "C20H23Br3N2O7", "method": "wB97M-V/def2-TZVPD", "orbital_gap_ev": 7.70, "charge": 0, "e_homo_ev": -7.7342, "spin_multiplicity": 1, "species": ["C", "Br", "Br", "Br", "H", "C", "C", "C", "C", "C", "C", "O", "O", "H", "H", "H", "H", "H", "H", "C", "C", "C", "C", "C", "C", "O", "O", "H", "H", "H", "H", "H", "H", "C", "C", "C", "C", "C", "C", "O", "O", "H", "H", "H", "H", "H", "H", "C", "O", "N", "N", "H", "H", "H", "H"], "xyz": [[2.110, -1.987, 2.304], [3.307, -3.401, 1.691], [1.529, -2.374, 4.127], [0.587, -1.525, 1.168], [2.667, -1.060, 2.329], [4.652, 3.308, 2.015], [3.671, 2.563, 2.661], [2.583, 2.120, 1.973], [2.413, 2.379, 0.616], [3.403, 3.113, -0.047], [4.514, 3.560, 0.650], [5.518, 4.220, -0.009], [1.585, 1.411, 2.626], [5.486, 3.719, 2.570], [3.700, 2.430, 3.736], [1.596, 2.031, 0.000], [3.275, 3.256, -1.110], [6.125, 4.594, 0.636], [1.179, 1.872, 3.364], [-2.093, 1.101, 0.768], [-2.112, 2.273, 1.548], [-3.320, 2.825, 1.906], [-4.530, 2.307, 1.432], [-4.460, 1.252, 0.544], [-3.263, 0.657, 0.198], [-3.282, -0.437, -0.617], [-3.360, 3.972, 2.659], [-1.112, 0.648, 0.659], [-1.202, 2.610, 2.026], [-5.473, 2.779, 1.665], [-5.367, 0.884, 0.074], [-2.700, -1.166, -0.397], [-4.219, 4.369, 2.787], [-3.663, -3.757, -2.674], [-3.464, -3.877, -1.280], [-2.192, -3.711, -0.748], [-1.074, -3.512, -1.564], [-1.262, -3.500, -2.931], [-2.547, -3.548, -3.450], [-2.738, -3.368, -4.810], [-1.985, -3.752, 0.626], [-4.608, -3.898, -3.174], [-4.336, -4.139, -0.698], [-0.069, -3.327, -1.222], [-0.431, -3.288, -3.593], [-1.933, -3.602, -5.280], [-2.322, -4.595, 0.949], [1.906, -0.260, -2.087], [0.686, -0.307, -2.261], [2.674, 0.756, -2.560], [2.574, -1.330, -1.548], [3.661, 0.710, -2.414], [2.199, 1.418, -3.145], [1.959, -2.089, -1.328], [3.555, -1.326, -1.361]]}



No. 3
{"formula": "C20H23ClF4N3OPt", "method": "wB97M-V/def2-TZVPD", "orbital_gap_ev": [8.15, 6.61], "charge": 1, "e_homo_ev": [-10.2003, -12.0071], "spin_multiplicity": 5, "species": ["Pt", "C", "N", "C", "C", "C", "N", "C", "C", "F", "C", "F", "C", "C", "F", "C", "F", "H", "H", "H", "H", "H", "H", "H", "H", "H", "H", "H", "N", "C", "O", "C", "C", "H", "H", "H", "H", "H", "H", "Cl", "C", "C", "C", "C", "C", "C", "C", "H", "H", "H", "H", "H", "H"], "xyz": [[1.485, -0.037, 0.620], [1.870, 0.692, -2.323], [1.405, 1.351, -1.092], [2.250, 2.524, -0.804], [-0.014, 1.716, -1.228], [-0.664, 2.075, 0.094], [-0.449, 1.003, 1.058], [-1.246, 0.858, 2.118], [-1.080, -0.284, 2.961], [-0.109, -1.151, 2.706], [-1.910, -0.535, 4.027], [-1.712, -1.635, 4.747], [-2.945, 0.326, 4.351], [-3.119, 1.464, 3.579], [-4.087, 2.323, 3.881], [-2.303, 1.741, 2.508], [-2.510, 2.884, 1.856], [1.779, 1.374, -3.175], [1.275, -0.202, -2.503], [2.915, 0.413, -2.200], [2.175, 3.252, -1.619], [3.280, 2.195, -0.695], [1.940, 2.996, 0.126], [-0.534, 0.853, -1.641], [-0.122, 2.547, -1.934], [-1.726, 2.224, -0.096], [-0.276, 3.013, 0.504], [-3.594, 0.123, 5.192], [5.518, -1.529, -0.146], [4.224, -1.239, 0.001], [3.854, -0.085, 0.259], [3.213, -2.339, -0.197], [1.961, -2.069, 0.618], [6.205, -0.801, -0.037], [5.826, -2.467, -0.337], [3.655, -3.316, 0.019], [2.970, -2.335, -1.266], [2.127, -2.261, 1.685], [1.117, -2.654, 0.269], [-0.259, -2.791, -2.268], [-1.484, -1.576, -2.076], [-1.798, -0.793, -3.169], [-2.760, 0.205, -3.056], [-3.408, 0.410, -1.838], [-3.108, -0.383, -0.754], [-2.141, -1.423, -0.824], [-1.902, -2.248, 0.278], [-1.294, -0.969, -4.109], [-3.011, 0.807, -3.919], [-4.163, 1.180, -1.750], [-3.635, -0.245, 0.184], [-1.180, -3.047, 0.244], [-2.502, -2.137, 1.171]]}



Which energy relative to the best compared isomer or geometry (same formula, charge and spin) belongs to each record? In order, 12.91, 55.87, 0.00 kJ/mol.
Which maximum force belongs to each record? In order, 0.0113, 0.0374, 0.0029 hartree/bohr.